Entry 1:
Molecular formula: C37H31AuBrClN7O4S3
Method: DFT, ωB97M-V with the def2-TZVPD basis set

```
85
Properties=species:S:1:pos:R:3:forces:R:3
Au 1.141 -1.012 1.169 0.34 0.36 0.46
C 4.153 0.149 -1.411 -0.07 -1.31 1.31
O 3.273 0.496 -0.326 -0.34 -0.89 -0.48
C 3.405 1.728 0.237 -0.04 -1.02 -1.05
C 4.549 2.032 0.881 1.21 1.14 1.64
C 4.734 3.317 1.471 -0.03 -1.91 -1.11
Br 6.313 3.550 2.438 0.21 0.45 0.23
C 3.809 4.256 1.190 -1.85 1.21 -0.83
C 2.607 3.947 0.442 1.59 -0.65 0.98
C 2.372 2.635 0.020 -0.66 1.16 -0.70
O 1.287 2.284 -0.735 1.00 -0.19 0.42
C 1.681 4.977 0.068 0.33 0.89 0.15
N 0.615 4.742 -0.651 0.10 0.61 -0.12
C 0.023 5.974 -0.827 0.19 0.76 0.33
C -1.143 6.250 -1.518 -0.20 -1.87 -0.36
C -1.629 7.488 -1.499 1.08 3.30 1.60
C -0.919 8.537 -0.782 -0.77 -1.26 -0.84
C 0.234 8.319 -0.062 -0.99 -2.22 -1.77
C 0.720 7.003 -0.154 0.57 -1.71 0.19
N 1.834 6.303 0.395 -1.26 0.83 -0.39
H 4.057 0.785 -2.245 -0.04 1.19 -0.80
H 3.842 -0.839 -1.746 -0.10 -0.05 0.15
H 5.181 0.039 -1.058 0.01 0.34 -0.10
H 5.364 1.320 0.987 -0.36 -0.10 -0.10
H 3.950 5.306 1.431 0.16 -0.28 0.36
H 0.861 3.132 -1.048 -0.16 -0.06 0.50
H -1.646 5.446 -2.028 -0.16 -0.20 -0.08
H -2.553 7.824 -1.895 -0.68 -0.24 -0.74
H -1.363 9.503 -0.896 0.00 0.58 0.41
H 0.694 9.060 0.473 1.18 1.72 1.18
H 2.648 6.769 0.758 -0.04 -0.29 0.15
N -5.774 -0.477 -4.999 -2.71 0.70 -3.61
C -5.065 -0.977 -4.022 0.72 -1.70 2.33
C -4.877 -0.209 -2.879 1.17 1.10 0.38
C -4.012 -0.639 -1.877 -1.25 1.08 -0.74
C -3.525 -1.904 -1.887 0.65 -1.44 -0.37
C -3.810 -2.764 -2.980 0.78 -0.31 0.42
C -4.554 -2.314 -4.062 0.93 -0.04 0.46
S -2.375 -2.308 -0.604 0.43 -0.84 -0.12
O -1.395 -1.251 -0.528 -0.41 0.09 0.04
O -1.884 -3.658 -0.788 -0.52 0.74 0.03
N -3.145 -2.251 0.862 -0.43 -0.36 -0.77
C -4.417 -2.496 1.055 1.25 0.77 -1.61
S -5.809 -2.632 -0.165 2.30 0.12 -0.02
C -6.766 -2.878 1.151 -1.09 -0.21 -1.54
C -6.162 -2.793 2.361 0.71 0.06 0.30
N -4.843 -2.563 2.296 -1.59 -0.39 1.87
H -6.303 0.386 -4.972 0.68 0.17 0.78
H -6.363 -1.114 -5.511 0.46 -0.39 -0.34
H -5.207 0.851 -2.899 0.05 -0.92 0.16
H -3.769 0.040 -1.096 0.22 0.43 0.66
H -3.324 -3.767 -2.985 -0.58 0.88 -0.05
H -4.526 -2.981 -4.941 -0.64 0.73 0.35
H -7.728 -3.104 0.783 -1.47 -0.21 0.85
H -6.754 -2.910 3.246 0.40 0.04 0.68
N 0.844 -0.323 -2.255 1.02 -2.79 -0.81
C 1.249 -1.608 -1.916 -0.38 1.71 -0.61
N 1.479 -2.037 -0.718 0.59 -2.18 0.50
C 1.890 -3.466 -0.746 -1.40 1.93 -0.78
C 1.976 -4.263 0.385 0.63 -0.59 -1.56
C 2.242 -5.614 0.151 -0.44 -0.46 0.44
C 2.384 -6.139 -1.146 0.16 -1.25 0.34
C 2.194 -5.322 -2.262 0.05 -1.55 -0.96
C 1.913 -3.995 -2.085 0.42 0.79 2.54
S 1.604 -2.753 -3.224 -0.49 0.82 -0.16
H 0.578 0.344 -1.574 -0.12 0.50 0.85
H 0.417 -0.263 -3.164 -0.06 0.26 0.06
H 1.890 -3.907 1.390 -0.20 0.38 0.31
H 2.175 -6.249 1.051 0.51 0.05 -0.78
H 2.616 -7.253 -1.311 -0.50 1.93 0.38
H 2.183 -5.807 -3.266 0.16 0.65 0.85
Cl 2.977 -4.838 6.335 -0.14 0.35 -0.32
C 2.388 -3.497 5.399 -3.60 -1.84 -0.15
C 1.064 -3.572 4.814 1.78 0.49 -0.56
C 0.685 -2.440 4.078 -2.53 -1.81 0.73
C 1.436 -1.315 3.899 1.54 4.17 -1.50
C 1.047 0.018 3.144 -0.58 -2.91 1.03
C 2.674 -1.301 4.517 2.90 0.87 0.92
C 3.069 -2.338 5.349 1.79 0.52 0.03
H 0.490 -4.516 4.852 0.18 0.92 0.11
H -0.338 -2.310 3.756 -0.29 -0.68 -0.36
H -0.075 0.172 3.290 1.60 0.46 -0.52
H 1.812 0.856 3.249 -1.38 -1.15 -0.22
H 3.450 -0.474 4.428 -1.50 -0.83 -0.06
H 3.984 -2.399 5.943 0.02 0.84 -0.47
```
Forces are in eV/Å.

Summary:
charge: +1
LUMO level (spin up / spin down): -1.75 / -5.07 eV
multiplicity: 3
molar mass: 1046.23 g/mol
DFT total energy: -176246.5774 eV
energy relative to the best compared isomer or geometry (same formula, charge and spin): 39.92 kcal/mol
highest occupied orbital energy (spin up / spin down): -10.0 / -10.0 eV
⟨S²⟩: 2.05
frontier orbital gap (spin up / spin down): 0.3034 / 0.1815 Eh

---

Entry 2:
Molecular formula: C37H31F4N12O3Tl
Method: DFT, ωB97M-V with the def2-TZVPD basis set

```
88
Properties=species:S:1:pos:R:3:forces:R:3
Tl -1.457 0.952 1.017 -0.30 -0.03 -0.26
C 2.048 1.539 -5.020 0.00 0.01 -0.01
C 2.982 1.685 -4.003 0.00 -0.02 -0.06
C 2.595 2.110 -2.747 0.03 -0.03 -0.02
C 1.256 2.409 -2.489 -0.11 -0.01 -0.22
C 0.312 2.246 -3.500 0.05 -0.13 0.09
C 0.717 1.817 -4.752 0.02 -0.08 -0.05
N 0.903 2.813 -1.209 -0.44 -0.22 0.17
C 1.739 3.608 -0.407 0.04 0.17 0.05
C 2.446 4.645 -1.012 0.02 0.10 0.06
C 3.345 5.409 -0.294 -0.05 -0.05 0.01
C 3.533 5.158 1.060 0.04 0.00 -0.01
C 2.830 4.140 1.670 0.09 0.16 0.16
C 1.942 3.345 0.951 0.01 0.08 0.12
N 1.211 2.328 1.634 0.85 -0.90 1.59
N 1.876 1.860 2.609 -0.78 0.88 -1.63
C 1.239 0.916 3.452 -0.04 -0.18 0.10
C 2.111 0.176 4.242 -0.06 0.00 -0.15
C 1.576 -0.756 5.110 -0.08 -0.06 0.03
C 0.199 -0.891 5.173 0.05 -0.03 -0.02
C -0.584 -0.093 4.349 -0.02 -0.24 -0.06
N -0.082 0.793 3.503 0.26 0.36 -0.04
H 2.351 1.194 -5.998 0.02 -0.01 -0.05
H 4.022 1.445 -4.180 0.03 0.00 0.00
H 3.323 2.194 -1.953 0.03 -0.01 0.02
H -0.735 2.407 -3.304 -0.09 0.05 0.02
H -0.028 1.688 -5.525 -0.04 -0.02 -0.03
H 2.258 4.842 -2.058 0.01 -0.01 0.01
H 3.877 6.215 -0.781 0.01 0.03 -0.02
H 4.221 5.759 1.640 0.01 0.02 0.01
H 2.952 3.930 2.724 0.01 0.05 -0.07
H 3.175 0.317 4.130 0.08 0.01 -0.01
H 2.225 -1.376 5.716 -0.01 -0.01 0.00
H -0.266 -1.617 5.826 -0.02 0.00 0.00
H -1.659 -0.205 4.328 -0.15 0.00 0.05
N -2.952 2.524 2.832 0.12 -0.07 0.13
C -4.213 2.864 2.175 -0.14 0.13 0.05
C -3.974 3.534 0.815 -0.07 -0.12 0.19
O -4.837 4.330 0.403 -0.27 0.16 -0.07
N -2.847 3.185 0.230 0.48 0.05 -0.09
C -2.593 3.901 -0.994 -0.15 0.14 -0.02
C -1.127 3.999 -1.320 0.03 0.08 -0.02
O -0.561 4.887 -1.890 0.01 0.12 -0.06
O -0.468 2.861 -0.919 0.38 -0.26 0.10
H -3.081 2.203 3.784 -0.06 0.05 -0.06
H -2.344 3.336 2.841 0.02 -0.10 0.03
H -4.845 3.554 2.754 0.09 -0.13 -0.11
H -4.779 1.942 2.015 -0.02 0.04 0.00
H -2.982 4.929 -0.979 0.05 -0.18 -0.01
H -3.055 3.414 -1.871 0.02 0.05 0.01
F 0.157 -1.797 1.752 0.11 -0.16 0.02
C 0.607 -3.067 1.554 -0.03 -0.06 -0.02
C 1.976 -3.233 1.503 0.08 0.02 0.00
F 2.730 -2.113 1.638 -0.18 -0.17 0.02
C 2.603 -4.477 1.343 -0.35 0.00 0.02
C 1.681 -5.527 1.201 0.10 -0.20 -0.02
C 0.310 -5.356 1.242 -0.15 -0.08 -0.04
F -0.450 -6.471 1.078 0.21 0.40 0.05
C -0.313 -4.113 1.437 0.39 -0.15 -0.05
C -1.749 -3.930 1.518 -0.09 -0.01 0.08
C -2.341 -2.670 1.493 0.19 -0.22 0.07
N -2.857 -1.633 1.453 -0.40 0.53 -0.04
C -2.665 -4.990 1.617 0.14 0.12 0.04
N -3.472 -5.811 1.713 -0.35 -0.37 0.03
F 2.131 -6.797 1.006 -0.18 0.51 0.07
C 4.033 -4.653 1.339 0.03 -0.01 -0.02
C 4.934 -3.584 1.456 -0.12 -0.12 -0.05
N 5.722 -2.744 1.545 0.40 0.40 0.07
C 4.653 -5.911 1.276 -0.05 0.05 0.02
N 5.225 -6.915 1.239 0.24 -0.38 -0.03
C -2.090 -3.347 -1.851 -0.03 0.11 -0.09
C -2.247 -2.157 -2.803 0.00 -0.07 0.01
C -3.716 -2.014 -3.198 0.14 0.00 0.01
C -1.392 -2.365 -4.051 -0.06 0.03 0.12
N -1.879 -0.866 -2.183 -0.02 0.03 0.04
N -0.605 -0.799 -1.560 0.10 -0.11 0.02
H -2.493 -4.252 -2.305 -0.01 -0.08 -0.04
H -2.622 -3.171 -0.918 -0.04 0.00 -0.02
H -1.046 -3.547 -1.612 0.06 -0.02 0.03
H -4.052 -2.889 -3.753 -0.01 -0.05 -0.01
H -3.855 -1.128 -3.815 -0.01 0.09 -0.08
H -4.342 -1.915 -2.311 -0.05 0.01 0.09
H -1.706 -3.265 -4.578 -0.01 -0.07 -0.03
H -0.340 -2.479 -3.794 0.08 -0.01 0.04
H -1.490 -1.512 -4.719 -0.02 0.12 -0.11
H -2.555 -0.669 -1.448 0.04 0.00 -0.05
H 0.117 -0.661 -2.259 -0.14 -0.01 0.03
H -0.396 -1.640 -1.023 0.05 0.09 -0.06
```
Forces are in eV/Å.

Summary:
charge: -2
LUMO level: 2.56 eV
multiplicity: 1
molar mass: 972.11 g/mol
DFT total energy: -78457.6713 eV
energy relative to the best compared isomer or geometry (same formula, charge and spin): 30.59 kcal/mol
highest occupied orbital energy: -1.4 eV
frontier orbital gap: 0.1464 Eh

---

What is the energy relative to the best compared isomer or geometry (same formula, charge and spin) in the second record?
30.59 kcal/mol